w:
{"formula": "C3H9NO4", "method": "ωB97M-V/def2-TZVPD", "multiplicity": 2, "total_charge": 1, "s2": 0.77, "homo_lumo_gap_ev": [7.66, 3.89], "e_homo_ev": [-13.91, -13.91], "species": ["O", "C", "N", "C", "O", "C", "H", "H", "H", "H", "H", "H", "H", "O", "H", "H", "O"], "xyz": [[1.8265, -1.4406, -0.6192], [1.1663, -0.6723, 0.1178], [0.1028, 0.2498, -0.6216], [-1.1911, -0.1685, -0.3193], [-2.0705, -0.3604, -1.1085], [0.8962, -0.7263, 1.4813], [0.2658, 0.2482, -1.6371], [-1.3675, -0.2336, 0.7628], [1.3690, -1.4529, 2.1575], [0.2941, -0.0154, 2.0248], [1.8237, 0.1333, 0.7970], [3.2602, -0.2322, -0.5460], [4.0373, 0.7335, -1.3025], [3.6518, 0.6410, -0.4199], [-5.0095, 1.8216, -0.3051], [-4.1377, 0.5653, -0.4550], [-4.9174, 0.9096, -0.0069]]}

***

x:
{"formula": "C3H9NO4", "method": "ωB97M-V/def2-TZVPD", "multiplicity": 2, "total_charge": 1, "s2": 0.76, "homo_lumo_gap_ev": [9.77, 5.07], "e_homo_ev": [-15.12, -15.12], "species": ["O", "C", "N", "C", "O", "C", "H", "H", "H", "H", "H", "H", "H", "O", "H", "H", "O"], "xyz": [[0.3400, 1.9415, -0.8315], [0.3168, 0.9776, -0.1099], [-0.3781, -0.1700, -0.6091], [-0.3204, -1.4396, 0.0719], [-0.2719, -2.4383, -0.6068], [0.8431, 1.1328, 1.3093], [-0.2815, -0.1861, -1.6463], [-0.3965, -1.3689, 1.1551], [-0.0264, 1.5896, 1.9423], [1.2489, 0.2385, 1.8270], [1.7627, 1.8034, 1.2112], [2.2243, -1.7156, -0.5030], [3.1944, -1.3817, 0.6295], [2.5513, -1.0247, 0.0842], [-2.6904, 1.8203, 0.6868], [-2.7407, 0.4792, -0.2937], [-3.2051, 1.0073, 0.3075]]}

***

Consider the structures shown above. The least stable of them is w.